(1)
A single C9H13NO2S2 molecule. Source: the Open Molecules 2025 dataset; level of theory: the ωB97M-V functional and the def2-TZVPD basis.

Output
LUMO: -0.4 eV
E_HOMO: -0.3160 Eh
energy above the lowest of the compared OMol25 structures with the same formula, charge and spin: 333.8 kJ/mol
net charge: 0
total energy: -1352.2205 Ha
gap between HOMO and LUMO: 8.240 eV
SMILES string: CC1(C)C[C@@]12SC=C/C2=N\S(C)(=O)=O

Last column: Mulliken charge in e.
CARTESIAN COORDINATES (ANGSTROEM)
C: 0.896764 -0.275846 2.203186  -0.529
C: 0.002404 0.167092 3.064075  -0.346
C: 0.817673 0.142946 0.808097  0.323
C: -0.288743 1.089459 0.695643  0.835
C: -0.328980 2.471661 -0.016884  -1.242
C: -1.230008 1.252401 -0.446555  1.461
C: -0.782567 0.583117 -1.756122  -1.695
C: -2.688327 1.226446 -0.166693  -1.975
C: 1.527864 -2.735835 -1.514243  -0.632
N: 1.342708 -0.523758 -0.156045  -0.512
O: 1.837666 -2.662353 1.104101  -0.636
O: 3.657036 -1.730979 -0.333598  -0.657
S: -1.158493 1.106773 2.270885  -0.178
S: 2.230842 -1.921546 -0.062671  1.110
H: 1.807334 -0.804786 2.419922  0.389
H: -0.297705 -0.134723 4.085938  0.371
H: 0.410146 2.812827 -0.662263  0.355
H: -0.848605 3.231328 0.589117  0.301
H: -0.952848 1.293371 -2.536877  0.459
H: -1.501588 -0.275295 -2.048141  0.326
H: 0.298200 0.476607 -1.767756  0.413
H: -3.163155 1.380062 -1.072302  0.559
H: -3.077929 2.039956 0.454857  0.367
H: -2.858595 0.215139 0.283318  0.418
H: 1.239745 -1.756119 -1.887112  0.108
H: 2.410143 -3.197073 -2.025776  0.318
H: 0.699019 -3.470872 -1.526102  0.288

Atoms 1-2, force components in eV/Å:
C 3.3 -0.4 -0.1
C -1.5 -0.4 0.5



(2)
2 unconnected molecules or ions with the total composition C24H22Cl3N2O5. Source: the Open Molecules 2025 dataset; level of theory: the ωB97M-V functional and the def2-TZVPD basis.

Output
LUMO: 1.1 eV
E_HOMO: -0.1317 Eh
net charge: -1
total energy: -2794.1006 Ha
gap between HOMO and LUMO: 4.703 eV

Last column: Mulliken charge in e.
CARTESIAN COORDINATES (ANGSTROEM)
C: -3.709248 0.357669 0.232494  -0.882
N: -3.449199 -0.238179 1.541660  0.397
C: -4.574687 -0.626022 2.387971  -1.057
C: -2.104466 -0.473209 1.982539  -0.305
C: -1.424857 0.497405 2.719945  -0.413
C: -0.141806 0.268424 3.150941  -0.608
C: 0.495680 -0.928722 2.860992  0.621
C: 1.924153 -1.123210 3.236579  -2.542
C: 2.836981 -0.652072 2.172997  1.177
C: 3.303095 -1.576294 1.189663  0.371
O: 2.879413 -2.732167 1.223496  -0.782
O: 4.211609 -1.130024 0.255219  -0.335
C: 4.905595 0.084067 0.642761  1.678
C: 5.888573 -0.254021 1.770529  -1.521
C: 5.665651 0.602814 -0.577309  -1.801
O: 4.025343 1.143649 1.099223  -0.339
C: 3.123376 0.742230 2.059960  0.470
O: 2.559336 1.528198 2.822435  -0.756
C: -0.172094 -1.895231 2.124025  -0.580
C: -1.456891 -1.675367 1.690387  -0.109
H: -2.763631 0.571456 -0.261709  0.052
H: -4.277445 -0.330289 -0.387963  0.352
H: -4.261658 1.286874 0.346151  0.350
H: -4.196446 -1.062430 3.310145  0.300
H: -5.176889 0.243352 2.637062  0.310
H: -5.190662 -1.364009 1.881577  0.313
H: -1.920092 1.430868 2.925756  0.435
H: 0.402888 1.034108 3.678032  0.384
H: 2.142016 -0.579422 4.161194  0.428
H: 2.116997 -2.183200 3.431441  0.445
H: 5.346078 -0.622951 2.638039  0.332
H: 6.584314 -1.027240 1.451841  0.367
H: 6.444219 0.631964 2.069993  0.371
H: 4.958235 0.840398 -1.367078  0.360
H: 6.218641 1.504493 -0.325779  0.384
H: 6.357553 -0.149716 -0.947446  0.385
H: 0.346550 -2.802404 1.861815  0.359
H: -1.977795 -2.414055 1.105389  0.452
Cl: 0.886097 -0.087414 -0.973824  0.141
C: 0.100383 0.380879 -2.468489  0.957
Cl: 1.230696 0.232469 -3.798860  -0.181
C: -1.011697 -0.585524 -2.728496  -0.151
O: -0.939696 -1.718038 -2.317504  -0.511
C: -2.174785 -0.113694 -3.508895  0.191
C: -2.407034 1.268309 -3.605189  0.931
C: -3.485021 1.705446 -4.349414  -0.898
C: -4.269401 0.762330 -4.964122  -0.447
C: -3.963717 -0.568832 -4.805396  -0.439
N: -2.949543 -1.024879 -4.092185  -0.557
C: -1.517991 2.191828 -2.910449  0.345
Cl: -1.978883 3.842613 -2.729309  -0.259
C: -0.356512 1.786725 -2.377195  -0.970
H: -3.685825 2.760666 -4.444631  0.410
H: -5.113040 1.057686 -5.565073  0.402
H: -4.575730 -1.314787 -5.292375  0.411
H: 0.273292 2.496482 -1.863579  0.562

Atoms 1-2, force components in eV/Å:
C 0.3 -0.6 1.2
N 0.2 0.0 0.0



(3)
A single C3H5NOS2 molecule. Source: the Open Molecules 2025 dataset; level of theory: the ωB97M-V functional and the def2-TZVPD basis.

Output
LUMO: -0.8 eV
E_HOMO: -0.3222 Eh
energy above the lowest of the compared OMol25 structures with the same formula, charge and spin: 373.3 kJ/mol
net charge: 0
total energy: -1043.5470 Ha
gap between HOMO and LUMO: 7.931 eV
SMILES string: O/N=C/[C@H](S)C=S

Last column: Mulliken charge in e.
CARTESIAN COORDINATES (ANGSTROEM)
C: 0.458066 -0.964656 -0.053417  -0.268
C: -0.208242 0.153636 0.723229  -0.088
C: -0.162135 1.468951 0.073949  -0.201
H: 1.676051 -1.642185 -2.468205  0.380
H: 0.437311 -1.933811 0.352848  0.445
H: 0.130825 0.294383 1.703502  0.327
H: -2.399668 0.829964 1.937142  0.185
H: -0.055073 1.401603 -1.080509  0.228
N: 1.058718 -0.686488 -1.153829  -0.268
O: 1.622204 -1.844751 -1.522879  -0.373
S: -2.232482 -0.142277 0.886392  -0.186
S: -0.325576 3.065631 0.601777  -0.180

Atoms 1-2, force components in eV/Å:
C -0.7 3.4 0.0
C -2.0 0.2 -0.9



no.,strongest force on any atom (Eh/bohr)
1,0.073
2,0.053
3,0.081